No. 1
DFT (ωB97M-V with the def2-TZVPD basis set) results for a molecular structure, C21H21FO2 in a non-equilibrium geometry.

Values from the calculation:
M = 324.39 g mol⁻¹
HOMO-LUMO gap = 7.90 eV
LUMO = -0.7 eV
E_tot = -28926.839 eV
highest occupied orbital energy = -8.58 eV

Positions of all 45 atoms, in Å:
F: -2.42 -4.22 2.30
C: -1.85 -3.02 2.64
C: -2.51 -2.24 3.58
C: -1.90 -1.02 3.90
C: -0.79 -0.56 3.21
C: -0.27 -1.29 2.13
C: 0.69 -0.63 1.18
C: 1.87 -1.42 0.68
C: 3.18 -1.05 1.01
C: 4.27 -1.66 0.38
C: 4.07 -2.75 -0.48
C: 2.77 -3.22 -0.67
C: 1.68 -2.56 -0.10
C: -0.68 -2.62 1.99
H: -3.43 -2.59 4.06
H: -2.36 -0.39 4.66
H: -0.36 0.41 3.44
H: 1.03 0.33 1.59
H: 3.35 -0.21 1.68
H: 5.28 -1.29 0.53
H: 4.91 -3.23 -0.98
H: 2.59 -4.09 -1.31
H: 0.67 -2.91 -0.32
H: -0.19 -3.34 1.35
C: -1.79 3.37 -3.29
C: -1.12 2.66 -2.11
C: -0.48 3.70 -1.19
C: -2.14 1.82 -1.34
C: -1.55 0.99 -0.21
O: -2.27 0.73 0.77
C: -0.18 0.56 -0.29
C: 0.58 0.85 -1.48
O: 1.76 0.50 -1.62
C: -0.08 1.65 -2.60
H: -2.26 2.65 -3.97
H: -2.56 4.07 -2.95
H: -1.05 3.95 -3.87
H: 0.01 3.23 -0.34
H: 0.26 4.28 -1.75
H: -1.25 4.39 -0.82
H: -2.93 2.46 -0.95
H: -2.65 1.17 -2.08
H: -0.03 -0.59 0.15
H: -0.58 0.98 -3.32
H: 0.68 2.17 -3.17

=====

No. 2
DFT (ωB97M-V with the def2-TZVPD basis set) results for C21H21N3O2 in the gas phase in a non-equilibrium geometry.

Values from the calculation:
M = 347.42 g mol⁻¹
HOMO-LUMO gap = 8.74 eV
LUMO = 0.4 eV
E_tot = -30681.766 eV
highest occupied orbital energy = -8.33 eV

Positions of all 47 atoms, in Å:
O: -1.22 5.61 -0.14
N: -3.05 4.71 -0.97
N: 0.54 -4.31 -0.22
O: 0.59 -2.70 1.35
C: -1.80 4.57 -0.39
C: -3.73 3.63 -1.15
C: -2.06 2.17 -0.08
C: -3.27 2.29 -0.74
C: 0.99 -4.85 -1.34
C: 1.27 -3.36 0.36
C: 2.18 -4.44 -1.95
C: -0.40 -1.23 -0.40
C: -1.11 -0.03 -0.68
C: -0.53 -0.70 1.96
C: 2.92 -3.41 -1.36
C: -0.13 -1.59 0.95
C: -1.54 0.83 0.37
C: -1.27 0.48 1.71
C: 2.48 -2.85 -0.15
N: -1.26 3.34 0.02
C: -4.18 1.14 -1.16
C: -1.54 1.39 2.90
C: 0.15 3.28 0.38
C: 3.71 -0.56 -0.30
C: 4.68 -1.56 0.33
C: 3.18 -1.70 0.53
H: -4.68 3.68 -1.65
H: 0.39 -5.61 -1.83
H: 2.53 -4.88 -2.87
H: -0.08 -1.88 -1.22
H: -1.33 0.27 -1.72
H: -0.27 -0.98 2.97
H: 3.84 -3.07 -1.84
H: -5.06 1.15 -0.50
H: -4.45 1.31 -2.19
H: -3.76 0.17 -1.05
H: -1.66 0.76 3.81
H: -0.71 2.10 2.99
H: -2.43 1.95 2.70
H: 0.50 2.26 0.47
H: 0.77 3.76 -0.43
H: 0.29 3.85 1.35
H: 3.68 0.47 0.15
H: 3.57 -0.57 -1.39
H: 5.24 -1.16 1.14
H: 5.23 -2.26 -0.29
H: 2.81 -1.48 1.53

=====

No. 3
DFT (ωB97M-V with the def2-TZVPD basis set) results for 2 unconnected molecules or ions with the total composition C21H21N3O2S2 in a non-equilibrium geometry.

Values from the calculation:
M = 411.55 g mol⁻¹
HOMO-LUMO gap = 7.90 eV
LUMO = 0.5 eV
E_tot = -52347.947 eV
highest occupied orbital energy = -7.38 eV

Positions of all 49 atoms, in Å:
C: -1.52 -4.21 4.53
C: -1.97 -3.91 3.26
C: -0.97 -3.14 2.35
C: -0.25 -3.79 1.24
C: 0.71 -3.08 0.40
C: 1.03 -1.64 0.60
C: 0.32 -0.99 1.70
C: -0.67 -1.70 2.56
C: -1.42 -0.91 3.69
C: -2.79 -0.35 3.05
S: -2.72 1.42 2.57
C: -2.73 1.57 0.77
N: -3.56 2.38 0.10
N: -3.37 2.34 -1.24
C: -2.34 1.46 -1.39
O: -1.92 0.95 -0.19
S: 0.62 0.76 2.07
C: 1.86 1.25 0.85
C: 2.31 2.66 0.91
C: 3.32 3.16 -0.02
C: 3.86 2.20 -1.00
C: 3.41 0.81 -1.05
C: 2.36 0.29 -0.13
N: 1.98 -1.08 -0.33
H: -0.87 -3.46 5.06
H: -1.77 -5.17 5.05
H: -2.99 -4.21 2.93
H: -0.50 -4.87 1.06
H: 1.23 -3.65 -0.41
H: -0.80 -0.11 4.17
H: -1.72 -1.65 4.47
H: -3.00 -1.00 2.17
H: -3.59 -0.46 3.84
H: -1.95 1.22 -2.41
H: 1.85 3.33 1.67
H: 3.60 4.23 0.05
H: 4.63 2.59 -1.71
H: 3.87 0.13 -1.81
H: 1.53 -1.13 -1.26
C: -0.32 1.69 -5.83
C: 0.14 1.49 -4.41
O: -0.56 0.91 -3.60
C: 1.49 2.02 -4.03
H: -1.31 1.25 -5.96
H: -0.37 2.76 -6.05
H: 0.38 1.20 -6.52
H: 1.52 3.11 -4.18
H: 2.27 1.55 -4.64
H: 1.69 1.80 -2.98

=====

No. 4
DFT (ωB97M-V with the def2-TZVPD basis set) results for C21H21N3O4S in the gas phase.

Values from the calculation:
M = 411.48 g mol⁻¹
HOMO-LUMO gap = 9.03 eV
LUMO = 0.5 eV
E_tot = -45613.453 eV
highest occupied orbital energy = -8.57 eV

Positions of all 50 atoms, in Å:
C: -2.26 -1.01 2.97
H: -2.68 -0.70 2.01
O: -0.86 -0.81 3.00
C: -0.39 0.45 2.86
C: -1.18 1.57 2.66
C: -0.57 2.80 2.49
C: 0.80 2.96 2.54
C: 1.59 1.84 2.76
C: 1.00 0.60 2.90
H: 1.61 -0.29 3.04
H: 2.66 1.93 2.79
H: 1.22 3.94 2.40
S: -1.61 4.21 2.18
O: -2.33 4.56 3.37
O: -0.84 5.24 1.53
N: -2.78 3.61 1.12
H: -3.64 4.12 1.29
C: -2.39 3.60 -0.28
C: -1.40 2.48 -0.46
C: -0.04 2.73 -0.52
C: 0.86 1.68 -0.54
C: 0.41 0.36 -0.52
C: -0.96 0.11 -0.50
C: -1.85 1.16 -0.47
H: -2.91 0.96 -0.43
H: -1.32 -0.91 -0.47
C: 1.43 -0.72 -0.45
O: 2.52 -0.56 0.08
N: 1.05 -1.91 -0.99
H: 0.26 -1.97 -1.61
C: 1.97 -3.01 -1.10
C: 1.85 -3.67 -2.45
N: 0.79 -3.34 -3.18
C: 0.63 -3.91 -4.36
C: 1.51 -4.84 -4.88
C: 2.61 -5.19 -4.12
C: 2.79 -4.60 -2.88
H: 3.64 -4.85 -2.26
H: 3.33 -5.92 -4.49
H: 1.34 -5.28 -5.86
H: -0.25 -3.60 -4.91
H: 1.77 -3.75 -0.32
H: 2.99 -2.63 -0.94
H: 1.92 1.86 -0.54
H: 0.31 3.75 -0.51
H: -3.28 3.44 -0.89
H: -1.92 4.56 -0.56
H: -2.26 1.53 2.62
H: -2.40 -2.08 3.10
H: -2.75 -0.48 3.78